# 1
# C20H44AlN2O3

A structure of composition C20H44AlN2O3 in a non-equilibrium geometry (the ωB97M-V functional and the def2-TZVPD basis, the OMol25 dataset).

Atoms and positions in Å:
1 C -1.93659 -1.24839 5.79737
2 O -2.48020 -0.30739 6.66148
3 C -3.59933 0.39045 6.06862
4 Al -5.34414 -0.67675 5.74896
5 H -1.44914 -0.78814 4.93770
6 H -1.21449 -1.82578 6.35919
7 H -2.67038 -1.94636 5.40261
8 H -3.85645 1.16823 6.77830
9 H -3.26545 0.92531 5.17738
10 H -5.03960 -2.27213 5.63257
11 H -6.43376 -0.36535 6.90215
12 H -5.93307 -0.20820 4.29607
13 C 3.37532 -0.18657 2.41195
14 C 2.05870 -0.40958 1.61645
15 C 2.09933 0.30455 0.26429
16 C 1.95148 1.81933 0.35832
17 C 0.68965 2.18109 1.14076
18 C 0.63698 1.52346 2.51831
19 N 0.87303 0.05105 2.39568
20 O -0.19359 -0.55537 2.01032
21 C 1.67196 2.19617 3.44057
22 C -0.72049 1.76238 3.16493
23 C 1.95682 -1.90777 1.36240
24 H 3.83747 -1.13783 2.67429
25 H 4.10711 0.38687 1.84049
26 H 3.21708 0.32117 3.35766
27 H 1.28808 -0.07803 -0.36366
28 H 3.02872 0.04749 -0.24828
29 H 2.83818 2.26220 0.82284
30 H 1.89090 2.23872 -0.64814
31 H 0.61801 3.26360 1.26329
32 H -0.18620 1.87283 0.56132
33 H 1.74502 1.66513 4.39023
34 H 1.35132 3.21386 3.65978
35 H 2.66662 2.26805 3.00349
36 H -1.54495 1.43047 2.53816
37 H -0.85561 2.82923 3.34112
38 H -0.79938 1.25164 4.12434
39 H 1.85335 -2.45675 2.29905
40 H 2.87033 -2.23870 0.86724
41 H 1.11626 -2.16247 0.72020
42 C -1.64764 -1.25331 -3.10939
43 C -0.87384 0.04502 -3.47070
44 C -1.32041 0.60070 -4.82460
45 C -0.81559 -0.20504 -6.01842
46 C 0.70358 -0.35394 -5.95587
47 C 1.18203 -0.95216 -4.63424
48 N 0.60109 -0.19321 -3.48452
49 O 1.25281 0.89652 -3.27765
50 C 0.80902 -2.44635 -4.58822
51 C 2.70070 -0.88982 -4.54994
52 C -1.21558 1.06624 -2.39284
53 H -2.15133 -1.15060 -2.14990
54 H -2.40694 -1.49846 -3.85343
55 H -1.00004 -2.11619 -2.99557
56 H -0.95636 1.62847 -4.92230
57 H -2.40990 0.65635 -4.83746
58 H -1.30033 -1.18482 -6.05107
59 H -1.09352 0.30258 -6.94426
60 H 1.05631 -0.98292 -6.77581
61 H 1.16194 0.63006 -6.09506
62 H 1.02385 -2.86909 -3.60630
63 H 1.40749 -2.99126 -5.31793
64 H -0.23303 -2.64290 -4.82896
65 H 3.07788 0.12063 -4.69077
66 H 3.13014 -1.51758 -5.32993
67 H 3.05185 -1.25613 -3.58431
68 H -0.85245 0.74152 -1.41669
69 H -2.29909 1.16386 -2.33786
70 H -0.80159 2.05004 -2.60580

Results
expectation value of S² = 2.008
electronic energy = -1365.9586 a.u.
net charge = -1
multiplicity = 3
largest force on an atom = 1.4 eV/Å
E_HOMO (alpha / beta) = -3.89 / -3.89 eV
LUMO (alpha / beta) = 1.94 / 1.69 eV

---

# 2
# C20H44FN5O8S

A cluster of 5 separate species, C20H44FN5O8S in total (the ωB97M-V functional and the def2-TZVPD basis, the OMol25 dataset).

Atoms and positions in Å:
1 C 5.03336 -0.64979 1.61652
2 C 4.89676 -2.03882 2.24474
3 C 4.11415 -2.99122 1.33587
4 C 3.43989 -4.15750 2.06358
5 N 2.51157 -3.82063 3.14311
6 C 1.38152 -3.03859 2.85804
7 O 1.78720 -1.61332 2.77420
8 S 0.77221 -0.48957 2.32067
9 O 0.68716 0.48872 3.35619
10 O 1.13584 -0.08483 0.99647
11 C -0.75908 -1.36522 2.23234
12 C -0.65614 -2.64405 1.41612
13 F -0.83223 -2.33999 0.06521
14 C 0.65680 -3.42706 1.56953
15 O 0.41806 -4.82137 1.64347
16 H 5.90728 -0.11897 1.99509
17 H 5.15524 -0.74006 0.53246
18 H 4.14006 -0.04619 1.77929
19 H 5.89978 -2.43771 2.38868
20 H 4.39867 -1.94407 3.21025
21 H 4.82035 -3.43252 0.62402
22 H 3.39449 -2.42077 0.74020
23 H 4.22518 -4.76607 2.51734
24 H 2.92600 -4.80745 1.35563
25 H 3.00457 -3.45791 3.94691
26 H 0.67305 -3.12202 3.68815
27 H -1.12253 -1.54644 3.24140
28 H -1.43884 -0.67596 1.72349
29 H -1.48111 -3.30550 1.69820
30 H 1.26009 -3.18569 0.68977
31 H -0.23574 -5.05607 0.97127
32 C -2.49704 1.28158 0.04079
33 O -3.22577 0.77823 0.88484
34 N -2.85464 1.51976 -1.22738
35 C -1.94029 2.11411 -2.18118
36 C -4.19902 1.17406 -1.66461
37 H -1.46182 1.58655 0.26931
38 H -2.34126 3.05352 -2.56551
39 H -1.77272 1.44049 -3.02335
40 H -0.98546 2.30819 -1.69565
41 H -4.94006 1.71698 -1.07706
42 H -4.37637 0.10655 -1.52819
43 H -4.31191 1.44510 -2.71027
44 C -6.56524 2.50809 -4.86596
45 O -5.48758 2.45326 -4.30155
46 N -6.77847 2.10354 -6.13081
47 C -8.07969 2.18980 -6.75915
48 C -5.65737 1.56399 -6.88156
49 H -7.46957 2.90263 -4.37500
50 H -8.43371 1.20130 -7.05791
51 H -8.04268 2.82817 -7.64390
52 H -8.79300 2.61477 -6.05553
53 H -5.24910 0.68471 -6.38293
54 H -4.86012 2.30278 -6.96442
55 H -5.99961 1.28848 -7.87617
56 C 8.65203 -2.01966 0.99071
57 O 8.01301 -2.82216 1.64349
58 N 8.60189 -1.92204 -0.35190
59 C 9.38024 -0.94619 -1.08312
60 C 7.72757 -2.82713 -1.07695
61 H 9.33264 -1.28632 1.45441
62 H 8.73093 -0.27049 -1.64357
63 H 10.06073 -1.43501 -1.78341
64 H 9.96943 -0.35678 -0.38300
65 H 6.69243 -2.69707 -0.75839
66 H 8.00807 -3.86434 -0.89164
67 H 7.80543 -2.61576 -2.14089
68 C -4.38977 5.94690 2.70787
69 O -4.54557 6.85625 3.50018
70 N -4.39334 4.64070 3.03370
71 C -4.20585 3.59294 2.04983
72 C -4.59312 4.27850 4.42527
73 H -4.22905 6.12085 1.62976
74 H -5.07473 2.93339 2.01308
75 H -3.33230 2.98497 2.28273
76 H -4.06949 4.04277 1.06698
77 H -5.55319 4.64958 4.78568
78 H -3.81246 4.71131 5.05143
79 H -4.56659 3.19483 4.51266

Results
electronic energy = -2162.2021 a.u.
net charge = 0
largest force on an atom = 0.4 eV/Å
SMILES = CCCCN[C@H]1OS(=O)(=O)C[C@@H](F)[C@@H]1O.CN(C)C=O.CN(C)C=O.CN(C)C=O.CN(C)C=O
E_HOMO = -8.88 eV
LUMO = 0.54 eV

---

# 3
# C20H45BrO5Si2

A structure of composition C20H45BrO5Si2 (the ωB97M-V functional and the def2-TZVPD basis, the OMol25 dataset).

Atoms and positions in Å:
1 C 1.22567 -0.31498 -0.14238
2 C -0.03414 -1.17442 -0.18100
3 C -1.27918 -0.39672 -0.64681
4 C -2.52466 -0.68590 0.20750
5 C -2.38951 -0.08170 1.61913
6 Si -4.09059 -0.15442 -0.67423
7 C -4.85688 -1.51505 -1.70936
8 C -6.38624 -1.45543 -1.76356
9 C -7.12887 -1.72248 -0.44065
10 Br -6.09435 -2.64550 0.93983
11 O -3.77098 1.12303 -1.70549
12 Si -4.04658 2.71757 -1.38684
13 H 2.09262 -0.88111 0.20653
14 H 1.47091 0.09106 -1.12626
15 H 1.09572 0.53820 0.52952
16 H -0.22156 -1.59921 0.81108
17 H 0.12929 -2.02731 -0.84760
18 H -1.06834 0.67931 -0.60145
19 H -1.47951 -0.60327 -1.70399
20 H -2.61285 -1.77751 0.30827
21 H -1.33727 0.08286 1.87209
22 H -2.89845 0.88243 1.71279
23 H -2.80877 -0.73869 2.38372
24 H -5.07934 0.37871 0.31070
25 H -4.46392 -1.42333 -2.72730
26 H -4.53246 -2.49450 -1.35118
27 H -6.68790 -0.45446 -2.09128
28 H -6.75601 -2.15108 -2.52114
29 H -7.99366 -2.36228 -0.59380
30 H -7.45661 -0.80374 0.03791
31 H -3.41771 3.11122 -0.10486
32 H -5.49907 2.99175 -1.29764
33 H -3.46711 3.51238 -2.48584
34 C 4.87261 2.11507 1.40699
35 C 3.88340 2.64715 0.41032
36 O 3.52180 2.00652 -0.55042
37 C 3.35348 4.03985 0.66949
38 H 5.19060 1.11232 1.13323
39 H 5.73500 2.77898 1.47888
40 H 4.41977 2.08347 2.40113
41 H 4.18554 4.74729 0.70386
42 H 2.86481 4.07596 1.64542
43 H 2.65139 4.32682 -0.10932
44 C -5.72032 -5.48810 -1.61317
45 C -6.06766 -5.14857 -3.04022
46 O -5.49525 -4.27167 -3.64478
47 C -7.18111 -5.94937 -3.67085
48 H -4.90223 -4.86456 -1.26346
49 H -6.58995 -5.33072 -0.97156
50 H -5.44795 -6.54209 -1.52643
51 H -8.09652 -5.83895 -3.08571
52 H -6.92709 -7.01120 -3.66395
53 H -7.34989 -5.61535 -4.69117
54 C 6.54161 -3.24588 2.25378
55 C 5.67927 -2.17804 1.62641
56 O 5.51183 -1.10393 2.15375
57 C 5.03622 -2.51741 0.30398
58 H 6.94873 -2.89022 3.19647
59 H 5.95329 -4.15070 2.41937
60 H 7.35368 -3.51431 1.57510
61 H 4.39274 -3.39270 0.41561
62 H 5.80355 -2.77820 -0.42787
63 H 4.45500 -1.67214 -0.05627
64 C 6.41773 6.60540 3.12731
65 C 7.09336 5.86474 1.99981
66 O 7.30390 4.67543 2.05753
67 C 7.48679 6.68294 0.79500
68 H 6.17970 5.91824 3.93493
69 H 7.06930 7.40064 3.49487
70 H 5.50591 7.08471 2.76449
71 H 8.17103 7.47990 1.09291
72 H 6.60509 7.16544 0.36775
73 H 7.95909 6.04774 0.05043

Results
electronic energy = -4318.3147 a.u.
net charge = 0
largest force on an atom = 0.4 eV/Å
E_HOMO = -9.17 eV
LUMO = 0.67 eV